Entry 1:
{
  "formula": "C10H25Cl2CrN3O2Se2",
  "method": "ωB97M-V with the def2-TZVPD basis set",
  "energy_ha": -7478.2935,
  "e_above_lowest_ev": 1.505,
  "molar_mass_g_mol": 500.15,
  "spin_multiplicity": 4,
  "homo_ev": [-10.446, -10.721],
  "s2": 3.965,
  "charge": 1,
  "homo_lumo_gap_ev": [6.829, 8.056],
  "elements": ["Cr", "N", "C", "C", "N", "C", "C", "N", "H", "H", "H", "H", "H", "H", "H", "H", "H", "H", "H", "H", "H", "Cl", "C", "Cl", "H", "H", "O", "C", "C", "C", "O", "C", "Se", "C", "Se", "H", "H", "H", "H", "H", "H", "H", "H", "H", "H"],
  "xyz": [[0.490781, -0.263285, -0.604920], [-1.791713, -0.156082, -0.457597], [-2.683307, -0.206190, 0.723233], [-2.497638, 1.036313, 1.579174], [-1.099724, 1.288193, 1.848579], [-0.495077, 0.573843, 2.951807], [0.093786, -0.760156, 2.525847], [1.053171, -0.586847, 1.405380], [-1.950942, 0.728192, -0.941003], [-2.102996, -0.871256, -1.108859], [-2.463951, -1.117804, 1.278190], [-3.729406, -0.264655, 0.414503], [-3.104550, 0.935455, 2.488636], [-2.888128, 1.895296, 1.028083], [-0.899547, 2.274638, 1.896294], [-1.194177, 0.397434, 3.780403], [0.315500, 1.189047, 3.350216], [-0.674810, -1.461935, 2.203132], [0.602761, -1.204878, 3.383541], [1.655146, -1.405416, 1.337566], [1.694099, 0.174935, 1.621444], [-0.081408, -0.618270, -2.990532], [0.321424, -2.342415, -2.824953], [0.127994, -2.794375, -1.101577], [1.368562, -2.462630, -3.079414], [-0.355887, -2.939408, -3.422918], [5.272911, 3.056659, -0.490252], [4.911917, 2.834365, -1.843455], [3.635474, 1.963943, -1.896725], [3.472516, 1.674155, -3.387758], [2.178980, 1.203932, -3.725061], [2.520801, 2.822534, -1.301336], [0.756164, 2.115403, -0.788408], [3.933780, 0.739576, -1.026999], [2.806213, -0.852908, -1.145532], [6.023150, 3.656956, -0.459384], [5.715818, 2.310778, -2.374731], [4.722516, 3.782886, -2.357348], [4.240873, 0.950032, -3.685195], [3.665620, 2.609959, -3.926287], [2.127472, 1.172296, -4.685339], [2.287709, 3.644624, -1.980130], [2.901215, 3.252507, -0.378627], [3.966859, 1.044691, 0.015444], [4.923866, 0.353574, -1.275075]],
  "forces_ev_per_angstrom": [[0.2, 0.4, 0.9], [0.2, -0.1, -0.2], [0.0, 0.0, 0.1], [0.1, 0.0, 0.0], [0.0, 0.1, 0.1], [0.0, 0.0, 0.0], [0.1, 0.0, 0.0], [-0.2, -0.1, 0.0], [0.0, 0.0, 0.0], [0.0, 0.0, 0.0], [0.0, 0.0, 0.0], [0.0, 0.0, 0.0], [0.0, 0.0, 0.0], [0.0, 0.0, 0.0], [0.0, 0.0, 0.0], [0.0, 0.0, 0.0], [0.0, 0.0, 0.0], [0.0, 0.0, 0.0], [0.0, 0.0, 0.0], [0.0, 0.0, 0.0], [0.0, 0.1, -0.1], [-0.2, -0.2, -0.5], [0.0, 0.1, 0.0], [-0.1, -0.3, -0.1], [0.0, 0.0, 0.0], [0.0, 0.0, 0.0], [0.0, 0.0, 0.0], [0.0, 0.0, 0.1], [0.0, -0.1, 0.1], [0.1, 0.0, 0.0], [0.0, 0.0, 0.1], [0.0, 0.1, -0.1], [0.0, -0.1, 0.0], [0.0, 0.0, 0.0], [0.0, 0.1, -0.1], [0.0, 0.0, 0.0], [0.0, 0.0, 0.0], [0.0, 0.0, 0.0], [0.0, 0.0, 0.0], [0.0, 0.0, 0.0], [0.0, 0.0, 0.0], [0.0, -0.1, 0.0], [0.0, 0.0, 0.0], [0.0, 0.0, 0.0], [0.0, 0.0, 0.0]]
}

Entry 2:
{
  "formula": "C2H7NS",
  "method": "ωB97M-V with the def2-TZVPD basis set",
  "energy_ha": -533.2361,
  "e_above_lowest_ev": 2.567,
  "smiles": "C=C.NS",
  "molar_mass_g_mol": 77.15,
  "homo_ev": -8.907,
  "homo_lumo_gap_ev": 9.520,
  "elements": ["C", "C", "H", "H", "H", "H", "N", "S", "H", "H", "H"],
  "xyz": [[-1.475821, 1.382867, -0.511894], [-1.594450, 0.273336, 0.202126], [-0.938777, 2.275848, -0.051108], [-2.027392, 1.643541, -1.399119], [-2.261231, -0.471865, -0.239914], [-0.961265, 0.121892, 1.080805], [2.399683, -1.166182, 0.189870], [0.773898, -0.473542, 0.264840], [2.818514, -0.895332, -0.696913], [2.850239, -0.981664, 1.011412], [0.416607, -1.708902, 0.149894]],
  "forces_ev_per_angstrom": [[0.2, 2.2, 1.7], [-1.2, 0.4, -1.2], [-0.2, -1.3, -0.9], [-0.2, -0.4, -0.2], [0.4, -0.3, 0.6], [-1.4, 0.0, 0.1], [-2.1, -0.1, -2.7], [3.8, -0.3, -0.3], [0.4, 0.1, 0.8], [2.0, 0.7, 2.0], [-1.7, -1.0, 0.0]]
}

Entry 3:
{
  "formula": "C7H10ClNO4Rh",
  "method": "ωB97M-V with the def2-TZVPD basis set",
  "energy_ha": -1198.6806,
  "molar_mass_g_mol": 310.52,
  "spin_multiplicity": 5,
  "homo_ev": [-2.511, -4.194],
  "s2": 6.033,
  "charge": -1,
  "homo_lumo_gap_ev": [6.049, 7.634],
  "elements": ["C", "C", "C", "C", "C", "Rh", "N", "C", "C", "H", "H", "H", "H", "H", "H", "H", "H", "H", "H", "O", "Cl", "O", "O", "O"],
  "xyz": [[0.935931, 1.616945, -1.486859], [-0.102215, 2.304630, -0.798574], [-1.345158, 1.700723, -1.145243], [-1.073554, 0.634375, -2.046912], [0.335993, 0.577386, -2.255424], [0.000000, 0.000000, 0.000000], [1.296502, -1.124324, 0.146789], [1.036677, 0.047034, 2.270109], [0.217440, 1.136452, 2.088233], [-2.327993, 1.996279, -0.772784], [0.025618, 3.163360, -0.137272], [-1.809864, -0.043188, -2.481395], [0.863159, -0.141512, -2.883669], [2.004913, 1.826483, -1.420315], [0.640460, 2.127210, 1.898255], [2.125466, 0.142541, 2.232693], [2.180078, -1.646056, 0.193347], [-0.851951, 1.073993, 2.317853], [0.641785, -0.899585, 2.647560], [-0.173918, -4.412356, -0.307088], [-1.149022, -3.474014, 0.391629], [-2.531813, -3.623868, -0.228744], [-1.215756, -3.821699, 1.872921], [-0.624468, -1.888051, 0.212842]],
  "forces_ev_per_angstrom": [[0.0, 0.2, -0.4], [-0.1, 0.2, -0.3], [-0.1, 0.1, 0.2], [0.1, -0.2, -0.2], [-0.1, 0.5, -0.7], [-3.0, 5.8, -0.3], [7.2, -2.8, -0.1], [-0.9, 1.1, 0.8], [0.5, -0.6, 1.0], [0.4, -0.1, -0.2], [0.0, -0.4, -0.2], [0.3, 0.3, 0.2], [-0.2, 0.3, 0.3], [-0.4, -0.1, 0.0], [-0.2, -0.5, 0.0], [-0.5, 0.0, -0.2], [-0.3, -0.3, 0.0], [0.4, 0.1, -0.1], [0.1, 0.3, -0.3], [-1.9, 2.3, 1.5], [-0.9, -0.3, 0.2], [2.9, 0.4, 1.2], [0.3, 0.9, -3.0], [-3.7, -7.2, 0.6]]
}

Entry 4:
{
  "formula": "C30H30N4O10",
  "method": "ωB97M-V with the def2-TZVPD basis set",
  "energy_ha": -2132.3020,
  "smiles": "COCC1=CC(=O)C(C)=C(CCC(N)=O)C1=O.O=[N+]([O-])c1ccccc1.O=[N+]([O-])c1ccccc1.O=[N+]([O-])c1ccccc1",
  "molar_mass_g_mol": 606.59,
  "homo_ev": -9.939,
  "homo_lumo_gap_ev": 8.478,
  "elements": ["C", "O", "C", "C", "C", "C", "O", "C", "C", "C", "C", "C", "C", "N", "O", "C", "O", "H", "H", "H", "H", "H", "H", "H", "H", "H", "H", "H", "H", "H", "H", "H", "O", "N", "O", "C", "C", "C", "C", "C", "C", "H", "H", "H", "H", "H", "O", "N", "O", "C", "C", "C", "C", "C", "C", "H", "H", "H", "H", "H", "O", "N", "O", "C", "C", "C", "C", "C", "C", "H", "H", "H", "H", "H"],
  "xyz": [[8.633742, -1.416329, 0.903866], [7.847466, -0.944153, -0.166107], [6.570334, -0.509590, 0.211417], [5.535939, -1.591822, 0.088912], [5.845280, -2.844905, -0.249925], [4.785151, -3.865983, -0.356314], [5.050384, -5.068274, -0.360598], [3.363175, -3.408433, -0.465524], [2.401195, -4.438311, -0.957143], [3.047318, -2.152504, -0.106475], [1.652947, -1.606665, -0.097939], [0.842190, -2.193797, 1.060682], [-0.498116, -1.525881, 1.272439], [-1.335655, -1.276997, 0.136356], [-0.865451, -1.214880, 2.394540], [4.122146, -1.236250, 0.351330], [3.858321, -0.196196, 0.935021], [8.418472, -2.453691, 1.154914], [8.503137, -0.817244, 1.803049], [9.674719, -1.357557, 0.610516], [6.567646, -0.089882, 1.215096], [6.290461, 0.291634, -0.468717], [6.845700, -3.182793, -0.449774], [1.938267, -4.946627, -0.118044], [1.606428, -3.960726, -1.521409], [2.899320, -5.153597, -1.592803], [1.185083, -1.776013, -1.063359], [1.704636, -0.532667, 0.041016], [1.412565, -2.081978, 1.973770], [0.664233, -3.257885, 0.928436], [-1.002930, -0.465872, -0.370014], [-1.301740, -2.073211, -0.486765], [-1.111566, 2.159647, -2.503170], [-2.020188, 1.356753, -2.448921], [-1.888583, 0.164191, -2.635648], [-3.356296, 1.847556, -2.101871], [-3.560705, 3.205995, -1.929635], [-4.823752, 3.646730, -1.572458], [-5.851676, 2.730653, -1.373258], [-5.618805, 1.373246, -1.543904], [-4.367156, 0.925770, -1.921579], [-2.752066, 3.908764, -2.062618], [-5.002009, 4.703626, -1.431368], [-6.831205, 3.076401, -1.071582], [-6.406275, 0.656357, -1.368375], [-4.181438, -0.130304, -2.041758], [-2.039574, 8.573999, -0.887109], [-1.240976, 8.368933, 0.001814], [-1.035830, 9.119094, 0.930754], [-0.471525, 7.116884, -0.048409], [-0.662602, 6.255414, -1.112684], [0.070140, 5.080847, -1.162154], [0.976778, 4.784136, -0.152993], [1.151668, 5.660497, 0.909627], [0.424456, 6.838530, 0.966321], [-1.370370, 6.494201, -1.892335], [-0.067851, 4.394627, -1.985876], [1.548232, 3.866497, -0.195368], [1.855611, 5.426536, 1.695813], [0.554524, 7.525124, 1.788870], [-5.342862, -1.123055, 0.307142], [-5.288404, -2.301325, 0.028218], [-5.755160, -2.789055, -0.979833], [-4.576118, -3.187641, 0.957076], [-4.012148, -2.645529, 2.096755], [-3.338879, -3.483809, 2.969609], [-3.239609, -4.840928, 2.694080], [-3.807852, -5.364818, 1.539779], [-4.481829, -4.534834, 0.659750], [-4.084532, -1.587836, 2.298419], [-2.888913, -3.075947, 3.863394], [-2.715633, -5.492828, 3.380241], [-3.726003, -6.421067, 1.325031], [-4.925383, -4.932951, -0.240243]],
  "forces_ev_per_angstrom": [[0.2, -0.2, 0.1], [0.1, 0.1, 0.1], [-0.2, -0.1, -0.3], [0.5, -0.5, -0.1], [-0.5, 0.1, 0.1], [0.2, -1.2, 0.0], [-0.2, 1.4, -0.1], [0.3, 0.1, 0.0], [-0.3, 0.5, 0.1], [0.1, -0.4, -0.3], [0.0, 0.0, 0.1], [-0.1, 0.1, -0.1], [-0.6, 0.4, 1.5], [0.1, -0.3, 0.5], [0.4, -0.2, -1.4], [-0.1, 0.5, 0.5], [0.1, -0.3, -0.3], [-0.2, -0.2, 0.0], [-0.1, 0.2, 0.1], [0.2, 0.0, -0.2], [-0.1, 0.1, 0.2], [-0.1, 0.2, -0.1], [0.3, 0.0, 0.0], [0.0, -0.3, 0.1], [-0.2, 0.1, -0.1], [0.1, -0.3, 0.0], [-0.2, -0.2, -0.1], [0.1, 0.2, 0.0], [0.0, 0.0, 0.3], [0.0, -0.3, -0.1], [-0.1, 0.1, -0.2], [0.2, 0.1, -0.3], [0.2, 0.1, -0.1], [-0.1, 0.1, 0.1], [0.1, -0.2, -0.1], [-0.2, 0.1, 0.0], [0.0, 0.2, 0.0], [0.0, -0.1, 0.1], [0.1, 0.0, 0.0], [-0.2, 0.2, 0.0], [0.0, -0.3, 0.1], [0.1, -0.1, 0.0], [0.0, 0.0, 0.0], [0.0, 0.0, 0.0], [0.0, 0.0, 0.0], [0.1, 0.0, 0.0], [-0.1, 0.0, -0.2], [0.0, -0.1, 0.0], [0.1, 0.1, 0.2], [0.1, -0.2, 0.0], [-0.1, -0.1, -0.1], [0.1, 0.0, 0.0], [0.0, 0.0, 0.0], [0.0, -0.1, -0.1], [0.1, 0.0, 0.2], [0.0, 0.1, 0.0], [0.0, 0.0, 0.0], [0.0, 0.0, 0.0], [0.0, 0.0, 0.0], [-0.1, 0.1, 0.0], [-0.1, 0.2, 0.1], [0.3, 0.0, 0.0], [-0.1, -0.1, -0.2], [0.1, -0.1, 0.2], [0.0, 0.2, 0.1], [0.0, -0.1, 0.0], [0.0, 0.0, 0.0], [0.0, 0.0, 0.1], [0.0, -0.2, -0.1], [0.0, 0.0, -0.1], [0.0, 0.0, 0.0], [0.0, 0.0, 0.0], [0.0, 0.0, 0.0], [0.0, 0.1, 0.0]]
}